1.
20
Properties=species:S:1:pos:R:3 method="wB97M-V/def2-TZVPD" energy_ev=-7905.781 homo_energy_ev=-14.8 de_lowest_kcal_mol=27.1 gap_ev=11.639 total_charge=+1
C -0.384 -0.533 -1.823
C -0.329 0.943 -1.479
N -0.330 1.296 0.038
C -0.372 0.194 1.054
C -1.546 -0.745 0.889
H -0.231 -0.565 -2.902
H -1.315 -1.072 -1.665
H 0.475 -1.015 -1.369
H 0.652 1.208 -1.805
H -1.115 1.541 -1.928
H -1.139 1.860 0.205
H 0.517 1.840 0.119
H -0.240 0.648 2.040
H 0.549 -0.385 1.000
H -2.259 -0.525 0.130
H -1.246 -1.754 0.677
H -2.206 -0.814 1.757
H 3.452 -1.027 0.964
H 3.774 -0.705 2.435
O 3.293 -0.389 1.664



2.
63
Properties=species:S:1:pos:R:3 method="wB97M-V/def2-TZVPD" smiles="C=CCC1(CC=C)CCCN1C(=O)C[C@H]1C(=O)NCCN1Cc1ccccc1OC" energy_ev=-36035.922 homo_energy_ev=-8.4 de_lowest_kcal_mol=71.1 gap_ev=9.047
C 3.905 -0.843 -3.129
C 4.555 -0.991 -1.990
C 4.573 0.039 -0.906
C 3.515 -0.228 0.188
C 3.553 0.882 1.260
C 4.744 0.792 2.154
C 4.680 0.572 3.454
C 3.670 -1.614 0.834
C 2.665 -2.502 0.108
C 1.519 -1.536 -0.161
N 2.181 -0.276 -0.425
C 1.623 0.798 -1.004
O 2.203 1.866 -1.134
C 0.213 0.642 -1.562
C -0.905 0.613 -0.485
C -0.397 1.397 0.721
O 0.297 0.865 1.569
N -0.723 2.696 0.767
C -1.718 3.266 -0.107
C -2.766 2.186 -0.363
N -2.124 1.123 -1.096
C -3.007 0.097 -1.628
C -3.592 -0.839 -0.596
C -2.956 -2.030 -0.283
C -3.437 -2.867 0.710
C -4.581 -2.514 1.397
C -5.253 -1.344 1.084
C -4.769 -0.502 0.090
O -5.383 0.658 -0.294
C -6.593 1.018 0.323
H 3.896 -1.605 -3.890
H 3.356 0.059 -3.346
H 5.108 -1.902 -1.795
H 4.358 1.019 -1.333
H 5.556 0.064 -0.435
H 3.549 1.847 0.749
H 2.636 0.808 1.848
H 5.708 0.931 1.679
H 5.560 0.525 4.074
H 3.735 0.441 3.957
H 3.406 -1.550 1.890
H 4.691 -1.983 0.760
H 3.077 -2.861 -0.835
H 2.352 -3.356 0.705
H 0.884 -1.437 0.727
H 0.909 -1.849 -1.010
H 0.036 1.519 -2.186
H 0.145 -0.244 -2.194
H -1.045 -0.414 -0.126
H -0.320 3.248 1.508
H -2.165 4.137 0.375
H -1.268 3.575 -1.058
H -3.583 2.576 -0.971
H -3.177 1.860 0.609
H -2.429 -0.480 -2.355
H -3.815 0.611 -2.154
H -2.077 -2.320 -0.842
H -2.921 -3.787 0.941
H -4.968 -3.153 2.177
H -6.154 -1.100 1.623
H -7.367 0.260 0.169
H -6.463 1.193 1.396
H -6.901 1.947 -0.156



3.
72
Properties=species:S:1:pos:R:3 method="wB97M-V/def2-TZVPD" energy_ev=-50103.923 homo_energy_ev=-1.4 de_lowest_kcal_mol=22.4 gap_ev=4.151 total_charge=-1
F 6.527 1.576 4.778
C 5.233 1.205 4.539
C 4.927 -0.151 4.452
C 3.599 -0.501 4.172
C 2.614 0.467 3.960
C 1.214 -0.118 3.664
C -0.073 0.710 3.849
C -1.222 -0.041 4.121
C -2.468 0.559 4.395
C -2.548 1.959 4.502
C -1.370 2.718 4.367
C -0.172 2.098 4.006
C 2.944 1.813 4.192
C 4.261 2.188 4.458
H 5.677 -0.914 4.590
H 3.312 -1.554 4.150
H 1.078 -0.892 4.461
H -1.167 -1.133 4.111
H -3.377 -0.063 4.508
H -3.497 2.452 4.744
H -1.386 3.806 4.507
H 0.699 2.720 3.836
H 2.184 2.585 4.223
H 4.499 3.245 4.590
C -1.934 -5.129 -4.744
C -2.471 -3.762 -4.328
C -1.442 -2.898 -3.590
C -2.010 -1.536 -3.158
Sn -0.578 -0.254 -2.123
C 1.028 0.027 -3.566
C 2.194 0.903 -3.063
C 3.480 0.117 -2.790
C 4.589 0.971 -2.172
C -1.476 1.707 -1.825
C -2.946 1.828 -2.269
C -3.924 1.915 -1.094
C -5.382 2.017 -1.539
C 0.177 -0.709 -0.112
C -0.433 -1.664 0.725
C 0.089 -1.777 1.991
C 1.230 -0.913 2.353
S 1.345 0.140 0.786
H -2.721 -5.695 -5.250
H -1.092 -5.035 -5.438
H -1.606 -5.713 -3.878
H -2.811 -3.220 -5.219
H -3.347 -3.896 -3.682
H -1.077 -3.440 -2.705
H -0.568 -2.742 -4.241
H -2.358 -0.976 -4.041
H -2.875 -1.666 -2.494
H 1.343 -0.986 -3.860
H 0.523 0.504 -4.417
H 2.406 1.667 -3.827
H 1.901 1.452 -2.154
H 3.263 -0.735 -2.130
H 3.840 -0.304 -3.740
H 5.520 0.400 -2.133
H 4.774 1.877 -2.759
H 4.337 1.266 -1.147
H -1.332 1.885 -0.748
H -0.828 2.385 -2.388
H -3.051 2.731 -2.891
H -3.221 0.983 -2.920
H -3.802 1.039 -0.445
H -3.666 2.795 -0.492
H -6.025 2.170 -0.668
H -5.537 2.859 -2.222
H -5.717 1.102 -2.038
H -1.254 -2.272 0.355
H -0.163 -2.598 2.681
H 2.121 -1.553 2.233



4.
97
Properties=species:S:1:pos:R:3 method="wB97M-V/def2-TZVPD" energy_ev=-86456.955 homo_energy_ev="-5.7 / -8.6" gap_ev="6.256 / 6.040" multiplicity=5
P -0.139 0.742 -1.583
C -1.771 0.319 -2.367
C -2.239 1.171 -3.560
C -3.685 0.799 -3.930
C -3.830 -0.697 -4.233
C -3.318 -1.547 -3.063
C -1.872 -1.176 -2.713
C 1.258 0.175 -2.662
C 1.168 0.593 -4.138
C 2.478 0.253 -4.867
C 2.825 -1.235 -4.728
C 2.882 -1.654 -3.253
C 1.572 -1.323 -2.527
C -0.048 2.597 -1.726
C -1.195 3.246 -0.930
C -1.187 4.771 -1.093
C 0.168 5.369 -0.696
C 1.311 4.709 -1.474
C 1.307 3.184 -1.298
H -2.461 0.502 -1.530
H -1.585 1.008 -4.426
H -2.196 2.238 -3.319
H -4.011 1.396 -4.791
H -4.341 1.063 -3.090
H -4.876 -0.939 -4.453
H -3.249 -0.941 -5.134
H -3.951 -1.380 -2.181
H -3.382 -2.614 -3.310
H -1.513 -1.786 -1.877
H -1.227 -1.398 -3.573
H 2.107 0.697 -2.200
H 3.290 0.856 -4.436
H 0.955 1.664 -4.231
H 0.339 0.058 -4.620
H 2.399 0.531 -5.925
H 3.779 -1.448 -5.225
H 2.058 -1.832 -5.243
H 3.093 -2.727 -3.167
H 3.705 -1.124 -2.753
H 1.653 -1.576 -1.470
H 0.760 -1.926 -2.949
H -0.191 2.827 -2.791
H -2.162 2.829 -1.227
H -1.080 2.988 0.131
H -1.401 5.023 -2.142
H -1.992 5.211 -0.491
H 0.332 5.209 0.378
H 0.169 6.453 -0.859
H 2.277 5.114 -1.150
H 1.208 4.948 -2.543
H 2.119 2.747 -1.888
H 1.510 2.921 -0.253
Pt -0.007 0.090 0.703
Cl 2.381 0.323 0.515
Cl -2.385 0.423 0.936
C -0.359 -1.701 0.439
H -1.419 -1.920 0.228
C 0.435 -2.924 0.465
C 1.843 -2.968 0.512
C 2.511 -4.186 0.519
C 1.796 -5.388 0.492
C 0.401 -5.365 0.449
C -0.270 -4.147 0.430
H 2.391 -2.031 0.530
H 3.597 -4.203 0.550
H -0.160 -6.295 0.427
H -1.357 -4.121 0.392
H 2.325 -6.337 0.503
C -2.134 -1.673 4.674
N -1.732 -0.620 3.728
C -2.590 0.559 3.955
P 0.017 -0.155 3.953
O 0.691 0.162 2.568
N 0.073 1.395 4.923
C 1.280 2.190 4.667
C -0.156 1.194 6.361
N 0.988 -1.499 4.726
C 1.146 -2.600 3.767
C 2.334 -1.044 5.109
H -3.216 -1.900 4.555
H -1.943 -1.375 5.726
H -1.601 -2.616 4.471
H -2.638 0.846 5.024
H -2.221 1.441 3.390
H -3.626 0.341 3.620
H 1.367 2.413 3.583
H 1.208 3.166 5.193
H 2.198 1.677 5.008
H -0.342 2.176 6.847
H -1.044 0.564 6.545
H 0.707 0.726 6.865
H 1.833 -2.299 2.954
H 1.575 -3.489 4.277
H 0.184 -2.902 3.316
H 2.860 -0.566 4.253
H 2.293 -0.347 5.958
H 2.945 -1.902 5.468